1.
# C2H8N4O2

C2H8N4O2 in the gas phase in a non-equilibrium geometry (ωB97M-V with the def2-TZVPD basis set, the Open Molecules 2025 dataset).

Structure (XYZ):
```
16
C2H8N4O2 ωB97M-V with the def2-TZVPD basis set
O 1.79165 1.68707 -0.12013
O 1.92118 -0.21569 -1.36616
N -0.41380 0.92141 -0.98712
N -0.56179 0.47003 0.63781
N 0.41514 -1.66528 0.31612
N 0.57426 -0.27762 0.62492
C -1.80987 -0.20359 0.96346
C 1.28721 0.49019 -0.58818
H -0.59025 1.91188 -1.12672
H -0.81390 0.29478 -1.68553
H -1.74970 -0.45015 2.02521
H 2.73820 1.66977 -0.31306
H 0.82985 -1.84194 -0.60094
H -1.96638 -1.12740 0.40361
H -2.61612 0.51303 0.81843
H 0.96433 -2.17649 0.99829
```

Total charge ... 0
E_HOMO ... -8.67 eV
SMILES ... CN1[NH2+][C@@]([O-])(O)N1N
Kohn-Sham gap ... 9.4 eV

---

2.
# C2H8N4O2

An isolated ion of composition C2H8N4O2 and charge +2 in a non-equilibrium geometry (ωB97M-V with the def2-TZVPD basis set, the Open Molecules 2025 dataset).

Structure (XYZ):
```
16
C2H8N4O2 ωB97M-V with the def2-TZVPD basis set
O -0.12838 -1.33956 -2.89206
O 0.31787 0.33231 3.10672
N -0.39871 -1.15346 -1.50855
N 1.17281 0.51595 -1.45527
N -1.35370 0.81939 1.02722
N 0.76917 0.28399 1.80120
C -0.16225 0.26965 0.92739
C 0.19468 -0.12269 -0.84190
H 1.04827 0.37164 -2.53374
H -1.48703 1.19750 1.95283
H 1.55502 -0.31732 1.86904
H 0.12018 -2.25300 -2.94383
H -2.14740 0.79374 0.35313
H -1.23697 -1.71904 -1.36818
H 0.95351 0.51229 3.78832
H 1.80088 1.09770 -0.92289
```

Total charge ... +2
E_HOMO ... -19.65 eV
Kohn-Sham gap ... 10.9 eV

---

3.
# C2H8N4S

C2H8N4S as an isolated structure in a non-equilibrium geometry (ωB97M-V with the def2-TZVPD basis set, the Open Molecules 2025 dataset).

Structure (XYZ):
```
15
C2H8N4S ωB97M-V with the def2-TZVPD basis set
S -12.63159 -0.48358 0.38178
N -11.83543 1.31704 0.36406
N -10.07662 0.31550 -0.70964
N -11.47047 -1.58951 -0.21412
N 12.17962 -0.49349 -0.04158
C -10.34363 -0.95870 -0.30948
C -10.80398 1.33336 -0.55999
H 13.05321 -0.27368 0.40929
H 11.35776 -0.03142 0.27011
H -10.40130 2.14332 -1.16673
H -12.36923 2.07240 0.69610
H -12.42240 -0.73911 1.80246
H 12.07326 -1.53516 0.10701
H -9.35884 -1.61344 -0.22192
H 12.24926 -0.39206 -1.06109
```

Total charge ... +2
E_HOMO ... -15.68 eV
Kohn-Sham gap ... 9.0 eV

---

4.
# C2H8N6

C2H8N6 as an isolated structure in a non-equilibrium geometry (ωB97M-V with the def2-TZVPD basis set, the Open Molecules 2025 dataset).

Structure (XYZ):
```
16
C2H8N6 ωB97M-V with the def2-TZVPD basis set
N 2.00023 -0.78387 1.58126
N -0.15824 -0.40624 0.67334
N -0.69223 0.57867 -0.31858
N -2.13504 0.35054 -2.12390
N -0.51008 -1.29136 -1.70263
N 1.25328 1.34261 1.02450
C -1.23789 -0.15594 -1.37874
C 1.00224 0.07203 1.13577
H -2.75365 1.31799 -1.95450
H 1.42224 -1.69241 1.72329
H -1.17286 -1.84891 -2.18923
H -1.37483 0.98677 0.28046
H 0.73918 1.73114 0.14378
H -0.51188 -1.77060 -0.71106
H 1.82534 -0.10918 2.73135
H 2.30421 1.67876 1.08488
```

Total charge ... 0
E_HOMO ... -8.85 eV
Kohn-Sham gap ... 9.1 eV

---

5.
# C2H8N6

C2H8N6 in the gas phase in a non-equilibrium geometry (ωB97M-V with the def2-TZVPD basis set, the Open Molecules 2025 dataset).

Structure (XYZ):
```
16
C2H8N6 ωB97M-V with the def2-TZVPD basis set
N 0.37330 1.06928 0.05109
N 1.65195 -0.87572 -0.00651
N -0.81247 1.67791 -0.46700
N -0.63608 -0.93211 -0.60796
N 2.78872 -0.10923 0.32604
N -2.28865 -0.32262 0.93086
C 0.39308 -0.15879 -0.11214
C -1.91322 -0.89561 -0.16503
H -0.44562 -1.54715 -1.34905
H -2.64652 -1.50016 -0.85965
H -1.61558 1.35207 0.21667
H 2.58944 0.87019 0.64827
H 3.42017 0.04443 -0.51941
H -1.62296 0.20110 1.45407
H 1.56615 -1.61664 0.75912
H -0.80171 2.74306 -0.29937
```

Total charge ... 0
E_HOMO ... -8.89 eV
SMILES ... [H]/N=C\N/C(=N\N)NN
Kohn-Sham gap ... 9.8 eV

---

6.
# C2H8N6

A 2-piece molecular cluster, C2H8N6 overall in a non-equilibrium geometry (ωB97M-V with the def2-TZVPD basis set, the Open Molecules 2025 dataset).

Structure (XYZ):
```
16
C2H8N6 ωB97M-V with the def2-TZVPD basis set
N 0.14110 -1.24945 1.73017
N -0.89420 1.21576 -2.01928
N 1.33714 1.16108 -1.32414
N -0.14941 -0.22416 -0.30483
N 1.74025 0.02346 1.28788
N -1.15848 -1.77508 1.49837
C 0.21279 0.77009 -1.30381
C 0.67017 -0.55993 0.74836
H -1.12490 -2.71010 1.42008
H -0.26972 1.46455 -3.04979
H -2.16703 -1.37227 1.93353
H 2.19209 0.58928 0.60307
H -1.74600 2.20493 -1.53030
H -1.07603 -0.78104 -0.61164
H 0.77333 -1.06365 2.47985
H 1.51890 2.30653 -1.55754
```

Total charge ... 0
E_HOMO ... -7.99 eV
Kohn-Sham gap ... 8.0 eV

---

7.
# C2H8N6

C2H8N6 in the gas phase in a non-equilibrium geometry (ωB97M-V with the def2-TZVPD basis set, the Open Molecules 2025 dataset).

Structure (XYZ):
```
16
C2H8N6 ωB97M-V with the def2-TZVPD basis set
N 2.56208 -1.63093 0.06218
N -1.49824 -0.91737 -0.16663
N 1.23581 -1.12171 -0.02583
N 0.10446 0.88292 -0.39163
N -2.93509 -1.17419 -0.00412
N 0.42863 2.27404 0.09350
C 1.28012 0.17471 0.04069
C -1.25226 0.35338 -0.27955
H 3.21393 -0.67800 -0.06367
H -3.07810 -0.89244 1.05887
H 2.09092 0.80890 0.33742
H -2.10521 1.17044 -0.29235
H -2.78784 -2.13446 0.11208
H 0.08867 2.89634 -0.73088
H 2.79042 -2.35402 -0.86971
H -0.13831 2.34238 1.11962
```

Total charge ... 0
E_HOMO ... -8.07 eV
SMILES ... N/N=C/N(N)/C=N/N
Kohn-Sham gap ... 8.7 eV

---

8.
# C2H8N6S

A 2-piece molecular cluster, C2H8N6S overall in a non-equilibrium geometry (ωB97M-V with the def2-TZVPD basis set, the Open Molecules 2025 dataset).

Structure (XYZ):
```
17
C2H8N6S ωB97M-V with the def2-TZVPD basis set
S -3.03049 -0.01178 -0.57619
N 1.81926 0.49523 0.86589
N 0.39872 0.54166 1.02819
N -1.58828 1.48898 1.18552
N -1.67099 0.46397 0.23919
N -0.17404 -0.97224 -0.88762
N 0.64062 -2.05525 -0.52195
C -0.43582 -0.08563 0.10516
C -0.38511 1.55975 1.59921
H -1.17363 -1.27158 -1.32714
H 0.09919 -2.82958 -0.17477
H 0.98611 -2.17948 -1.53588
H -0.05451 2.16278 2.47684
H 0.11189 0.86732 -2.26298
H -0.07619 0.17691 -2.51193
H 2.33799 0.24348 1.69024
H 2.19531 1.40547 0.60820
```

Total charge ... 0
E_HOMO ... -7.18 eV
Kohn-Sham gap ... 7.6 eV

---

| no. | E (eV) |
| --- | --- |
| 1 | -12255.1354 |
| 2 | -12236.5502 |
| 3 | -18980.4284 |
| 4 | -11140.5775 |
| 5 | -11141.5630 |
| 6 | -11138.0007 |
| 7 | -11138.1050 |
| 8 | -21974.4545 |